[1]
Computed, not measured: 2 unconnected molecules or ions with the total composition C7H7N2O2S at a distorted geometry, with ωB97M-V/def2-TZVPD.

Computed properties:
Total charge   -1
LUMO energy   3.2 eV
HOMO energy   -3.13 eV
Relative energy (zero: lowest compared OMol25 entry of this formula, charge and spin)   2.7 kcal/mol

Last column: Mulliken charge in e.
Cartesian coordinates (Å):
C  2.98959  -0.60007  0.87017  -0.355
C  3.43928  0.49568  0.16745  -0.422
C  1.15663  -0.35285  -0.38317  0.506
C  -1.11574  0.99820  0.95779  0.652
C  -0.94592  -1.73068  -0.43572  0.540
C  -2.34215  1.18161  0.13386  -0.997
C  -0.18139  -0.58365  -0.81547  -0.985
N  1.75683  -1.03047  0.60534  -0.502
N  -0.21680  1.15428  1.67326  -0.547
O  -0.31616  -2.66385  0.38773  -0.610
O  -2.14286  -1.90343  -0.73500  -0.728
S  2.09821  1.05738  -0.88720  -0.185
H  3.67364  -1.10938  1.55830  0.352
H  4.22854  1.22325  0.33250  0.378
H  -2.31711  2.20022  -0.06852  0.353
H  -3.10581  0.99927  0.80792  0.311
H  -2.44379  0.64696  -0.83750  0.272
H  -0.49374  -0.06303  -1.66364  0.480
H  0.62822  -2.15492  0.47734  0.489

[2]
Computed, not measured: a molecular structure, C7H7N2O2S at a distorted geometry, with ωB97M-V/def2-TZVPD.

Computed properties:
Total charge   -1
LUMO energy   3.2 eV
HOMO energy   -4.39 eV
Relative energy (zero: lowest compared OMol25 entry of this formula, charge and spin)   52.0 kcal/mol

Last column: Mulliken charge in e.
Cartesian coordinates (Å):
C  1.84083  -1.64498  0.41205  -0.517
C  1.16586  -0.88751  1.42785  0.274
C  1.82341  -1.24180  -0.99464  0.361
C  1.17764  0.87077  -0.05165  0.115
C  -0.36972  -0.33957  -0.34474  0.179
C  -2.18945  1.14830  0.51500  -0.994
C  -1.51616  0.60326  -0.83534  -0.777
N  0.69923  -0.21132  -1.41024  -0.538
N  0.30528  0.20669  0.75505  0.012
O  1.15535  -0.88015  2.64512  -0.670
O  2.55132  -1.61155  -1.87090  -0.619
S  2.03002  2.26236  -0.04761  -0.341
H  2.37703  -2.48788  0.76540  0.419
H  -0.77008  -1.37953  -0.29065  0.516
H  -2.89577  0.41384  0.90288  0.264
H  -2.67254  2.11452  0.16270  0.335
H  -1.44332  1.32512  1.29930  0.350
H  -1.08106  1.48437  -1.33038  0.249
H  -2.18787  0.25507  -1.70922  0.381

[3]
Computed, not measured: a molecular structure, C7H7N4O2PbS, with ωB97M-V/def2-TZVPD.

Computed properties:
Total charge   +1
LUMO energy (alpha / beta)   -5.2 / -5.2 eV
HOMO energy (alpha / beta)   -11.85 / -11.85 eV

Last column: Mulliken charge in e.
Cartesian coordinates (Å):
Pb  -1.18814  2.05861  0.18855  0.938
N  -4.47360  -1.03363  -0.83880  -0.368
C  -3.35448  -0.39189  -0.48278  0.717
S  -3.54261  0.88986  0.68978  -0.460
N  -2.24488  -0.82767  -1.03809  -1.069
N  -1.13076  -0.13715  -0.73409  0.395
C  -0.01580  -0.76929  -0.77983  -0.544
C  1.23334  -0.13153  -0.37172  0.919
C  2.44775  -0.78864  -0.49997  -0.784
C  3.59995  -0.15471  -0.05907  -0.186
C  3.50782  1.11552  0.48575  -0.730
C  2.25835  1.70758  0.57112  -0.084
N  1.14901  1.09677  0.16311  -0.212
H  -5.33210  -0.87309  -0.34346  0.200
H  -4.40301  -1.81797  -1.46667  0.258
H  -0.01356  -1.81366  -1.07582  0.410
H  2.48415  -1.77664  -0.93775  0.379
H  4.55855  -0.64826  -0.14224  0.444
H  4.38052  1.64224  0.84277  0.390
H  2.14200  2.70270  0.98430  0.385
O  -1.29908  0.50647  2.35832  0.025
O  -0.76343  -0.55564  2.48661  -0.023

[4]
Computed, not measured: C7H7NO in the gas phase at a distorted geometry, with ωB97M-V/def2-TZVPD.

Computed properties:
LUMO energy   0.4 eV
HOMO energy   -9.22 eV
Relative energy (zero: lowest compared OMol25 entry of this formula, charge and spin)   53.8 kcal/mol

Last column: Mulliken charge in e.
Cartesian coordinates (Å):
C  2.03807  1.76348  -0.13448  -0.961
C  1.44988  0.49289  -0.84337  0.371
O  1.96392  0.04618  -1.75663  -0.458
C  0.16743  -0.02744  -0.26443  0.508
C  -0.05009  -1.40231  -0.50724  -1.026
C  -1.28694  -1.87741  0.04034  -0.163
C  -2.15908  -1.07526  0.71792  -0.547
C  -1.74216  0.28508  0.87028  -0.158
N  -0.58810  0.72672  0.41807  -0.393
H  3.27696  2.01548  -0.41443  0.242
H  1.28055  2.65276  -0.50457  0.227
H  2.12636  1.65220  0.83128  0.419
H  0.46136  -1.94152  -0.98720  0.810
H  -1.53574  -2.99019  -0.11499  0.265
H  -3.02055  -1.26385  1.26274  0.429
H  -2.38187  0.94319  1.38670  0.437

Values for energy, a.u., ordered as above
-929.14610, -929.06754, -1231.13180, -400.82512